Model 1:
Molecular formula: C6H10OS
Method: DFT, wB97M-V/def2-TZVPD

```
18
Properties=species:S:1:pos:R:3:nbo_charge:R:1
C -1.50 -0.84 0.51 -0.612
C -0.31 -0.24 -0.16 -0.157
C 0.85 -1.20 -0.57 -0.530
C 1.69 0.80 0.82 -0.612
C 0.25 1.08 0.48 0.116
C -0.65 0.68 -1.27 -0.056
H -1.21 -1.21 1.51 0.217
H -1.94 -1.89 0.08 0.220
H -2.22 -0.10 0.78 0.223
H 0.73 -1.49 -1.68 0.233
H 0.69 -2.26 -0.01 0.221
H 2.06 1.93 0.97 0.264
H 1.48 0.18 1.82 0.209
H -0.20 1.45 1.36 0.170
H -0.30 0.71 -2.32 0.206
H -1.82 0.72 -1.34 0.173
O -0.01 1.88 -0.58 -0.536
S 2.41 -0.20 -0.40 0.252
```

Computed properties:
HOMO level = -8.7 eV

---

Model 2:
Molecular formula: C6H10OS
Method: DFT, wB97M-V/def2-TZVPD

```
18
Properties=species:S:1:pos:R:3:nbo_charge:R:1
C -0.45 -1.78 -0.66 -0.203
C 0.55 -0.74 -0.75 -0.419
C -1.27 -2.34 0.23 -0.395
C 0.70 0.48 0.12 -0.112
C -0.07 0.66 1.35 -0.644
C 1.09 1.80 -0.63 -0.624
O 3.21 -0.77 -0.48 -0.965
S 2.09 -0.87 0.39 1.160
H -0.67 -2.29 -1.67 0.212
H 1.06 -0.51 -1.79 0.262
H -1.53 -2.08 1.20 0.185
H -2.02 -3.01 -0.16 0.197
H 0.52 1.25 1.98 0.220
H -0.33 -0.16 1.98 0.227
H -0.87 1.25 1.15 0.218
H 1.94 1.58 -1.36 0.241
H 1.39 2.53 0.10 0.217
H 0.16 2.24 -1.09 0.221
```

Computed properties:
HOMO level = -8.4 eV

---

From most stable to least stable, the computed energies give model 1, model 2.

---

Model 1:
Molecular formula: C4H9NO
Method: DFT, wB97M-V/def2-TZVPD

```
15
Properties=species:S:1:pos:R:3:nbo_charge:R:1
C -0.87 0.64 -1.59 -0.419
N -0.77 0.18 -0.22 -0.428
C -1.97 -0.61 0.10 -0.416
C 0.46 -0.58 -0.03 -0.338
C 1.33 -0.10 1.11 0.450
O 2.27 0.63 0.97 -0.504
H -0.77 -0.14 -2.36 0.163
H -0.07 1.34 -1.85 0.206
H -1.78 1.18 -1.81 0.204
H -2.80 0.08 0.16 0.212
H -2.04 -1.51 -0.54 0.172
H -1.84 -1.01 1.11 0.195
H 0.34 -1.67 0.01 0.192
H 1.10 -0.42 -0.91 0.214
H 1.18 -0.57 2.11 0.097
```

Computed properties:
HOMO level = -8.9 eV
SMILES = CN(C)CC=O

---

Model 2:
Molecular formula: C4H9NO
Method: DFT, wB97M-V/def2-TZVPD

```
15
Properties=species:S:1:pos:R:3:nbo_charge:R:1
C 0.46 -1.15 -1.74 -0.619
C 0.82 0.24 -1.22 -0.223
N -0.01 0.66 -0.09 -0.617
C 0.16 0.28 1.21 0.681
C -1.09 0.60 2.05 -0.719
O 1.15 -0.27 1.66 -0.622
H 1.06 -1.42 -2.62 0.214
H -0.60 -1.18 -2.03 0.200
H 0.63 -1.90 -0.97 0.220
H 1.86 0.25 -0.88 0.222
H 0.75 0.99 -2.02 0.197
H -0.97 0.93 -0.20 0.386
H -1.88 1.21 1.58 0.205
H -0.78 1.12 2.95 0.239
H -1.56 -0.35 2.32 0.236
```

Computed properties:
HOMO level = -9.6 eV
SMILES = CCNC(C)=O

---

From most stable to least stable, the computed energies give model 2, model 1.

---

Model 1:
Molecular formula: C4H9NO
Method: DFT, wB97M-V/def2-TZVPD

```
15
Properties=species:S:1:pos:R:3:nbo_charge:R:1
C -1.84 0.75 -0.75 -0.625
C -1.01 0.25 0.41 -0.218
N 0.43 0.17 0.31 -0.442
C 1.28 0.93 1.26 -0.402
C 1.02 -0.76 -0.49 0.513
O 0.35 -1.70 -0.92 -0.610
H -2.07 -0.05 -1.47 0.224
H -1.33 1.47 -1.40 0.212
H -2.78 1.18 -0.39 0.216
H -1.40 -0.72 0.74 0.213
H -1.17 0.90 1.28 0.189
H 2.29 0.91 0.88 0.214
H 1.17 0.51 2.26 0.190
H 0.73 1.87 1.38 0.201
H 1.98 -0.49 -0.96 0.125
```

Computed properties:
HOMO level = -9.2 eV
SMILES = CCN(C)C=O

---

Model 2:
Molecular formula: C4H9NO
Method: DFT, wB97M-V/def2-TZVPD

```
15
Properties=species:S:1:pos:R:3:nbo_charge:R:1
C 0.57 2.72 -0.37 -0.672
C 0.49 1.40 -0.39 0.452
N 0.44 0.21 -0.37 -0.461
C 1.39 -0.58 -1.13 -0.413
H 1.46 3.26 -0.11 0.246
H -0.25 3.26 -0.78 0.240
H 1.86 0.02 -1.91 0.192
H 2.10 -0.93 -0.37 0.219
H 0.86 -1.42 -1.57 0.211
C -1.80 -1.56 1.11 -0.241
O -0.62 -0.97 1.72 -0.790
H -2.62 -0.87 0.84 0.165
H -2.32 -2.29 1.79 0.184
H -1.56 -2.14 0.21 0.156
H -0.10 -0.18 1.42 0.512
```

Computed properties:
HOMO level = -8.8 eV
SMILES = C=C=NC.CO

---

Model 3:
Molecular formula: C4H9NO
Method: DFT, wB97M-V/def2-TZVPD

```
15
Properties=species:S:1:pos:R:3:nbo_charge:R:1
C 0.46 -1.25 0.80 -0.405
N -0.57 -0.44 0.16 -0.439
C -1.05 -1.06 -1.06 -0.408
C -0.18 0.89 -0.05 -0.141
C 0.35 1.76 0.81 0.086
O 1.10 2.77 0.28 -0.676
H 1.34 -1.40 0.15 0.168
H 0.04 -2.23 1.05 0.199
H 0.79 -0.78 1.73 0.206
H -1.48 -2.04 -0.82 0.203
H -1.83 -0.45 -1.51 0.205
H -0.25 -1.21 -1.81 0.166
H -0.34 1.29 -1.06 0.174
H 0.29 1.76 1.90 0.188
H 1.31 2.38 -0.58 0.474
```

Computed properties:
HOMO level = -7.6 eV
SMILES = CN(C)/C=C/O

---

From most stable to least stable, the computed energies give model 1, model 3, model 2.

---

Model 1:
Molecular formula: C4H9NO
Method: DFT, wB97M-V/def2-TZVPD

```
15
Properties=species:S:1:pos:R:3:nbo_charge:R:1
C -0.88 -0.23 0.09 0.240
C -1.67 0.42 -0.95 -0.720
C 1.18 -0.57 -0.66 -0.631
C 0.39 0.33 0.54 0.348
N 0.84 -0.29 1.80 -0.869
O 0.48 1.63 0.43 -0.799
H -1.36 -1.01 0.69 0.212
H 0.59 0.34 2.55 0.377
H 1.85 -0.35 1.79 0.362
H -2.27 -0.29 -1.53 0.228
H -2.37 1.11 -0.44 0.285
H 2.18 -0.15 -0.55 0.259
H 1.22 -1.64 -0.47 0.220
H 0.88 -0.34 -1.68 0.223
H -1.05 1.06 -1.59 0.266
```

Computed properties:
HOMO level (alpha / beta) = -8.1 / -8.1 eV

---

Model 2:
Molecular formula: C4H9NO
Method: DFT, wB97M-V/def2-TZVPD

```
15
Properties=species:S:1:pos:R:3:nbo_charge:R:1
C 1.75 -0.41 -0.37 -0.599
C 1.24 0.82 0.39 -0.496
C -0.17 0.49 0.83 0.683
O -0.45 0.13 1.96 -0.613
N -1.07 0.48 -0.21 -0.625
C -2.13 -0.50 -0.21 -0.422
H 1.15 -0.60 -1.27 0.197
H 2.79 -0.30 -0.68 0.217
H 1.66 -1.31 0.25 0.218
H 1.85 1.03 1.28 0.232
H 1.27 1.71 -0.26 0.210
H -0.70 0.74 -1.11 0.379
H -1.84 -1.39 -0.79 0.184
H -2.30 -0.80 0.82 0.238
H -3.06 -0.09 -0.62 0.198
```

Computed properties:
HOMO level = -9.6 eV
SMILES = CCC(=O)NC

---

Model 3:
Molecular formula: C4H9NO
Method: DFT, wB97M-V/def2-TZVPD

```
15
Properties=species:S:1:pos:R:3:nbo_charge:R:1
C 0.13 -1.33 2.03 -0.622
C -0.80 -0.85 0.90 -0.233
N -0.08 -0.11 -0.13 -0.509
C -0.43 1.08 -0.32 0.409
O 0.07 1.88 -1.27 -0.498
C 1.01 1.29 -2.16 -0.264
H 1.15 -0.97 1.85 0.221
H -0.19 -0.95 3.00 0.207
H 0.17 -2.42 2.09 0.210
H -1.62 -0.26 1.32 0.162
H -1.26 -1.72 0.41 0.194
H -1.20 1.62 0.25 0.145
H 1.05 1.93 -3.04 0.191
H 0.70 0.28 -2.43 0.201
H 2.00 1.24 -1.70 0.186
```

Computed properties:
HOMO level = -9.7 eV
SMILES = CC/N=C/OC

---

Model 4:
Molecular formula: C4H9NO
Method: DFT, wB97M-V/def2-TZVPD

```
15
Properties=species:S:1:pos:R:3:nbo_charge:R:1
C -0.01 1.86 -0.03 -0.418
N 0.33 0.50 -0.07 -0.536
C -0.38 -0.53 0.05 0.580
C -1.86 -0.58 0.35 -0.693
O 0.36 -1.64 -0.10 -0.520
C 1.86 -1.13 -0.30 -0.263
H -1.02 2.05 -0.41 0.169
H 0.09 2.22 0.99 0.195
H 0.71 2.39 -0.66 0.195
H -2.32 0.38 0.10 0.224
H -2.39 -1.37 -0.19 0.236
H -2.03 -0.74 1.42 0.237
H 2.22 -0.24 -0.87 0.217
H 2.18 -2.01 -0.82 0.179
H 2.25 -1.00 0.71 0.196
```

Computed properties:
HOMO level = -8.8 eV
SMILES = C/N=C(\C)OC

---

From most stable to least stable, the computed energies give model 2, model 3, model 4, model 1.

---

Model 1:
Molecular formula: C4H9NO
Method: DFT, wB97M-V/def2-TZVPD

```
15
Properties=species:S:1:pos:R:3:nbo_charge:R:1
C 1.87 0.58 -0.06 -0.633
C 0.64 0.02 -0.81 -0.211
N -0.58 -0.08 0.04 -0.437
C -1.62 -1.06 -0.25 -0.400
C -0.83 0.81 1.04 0.533
O -0.13 1.75 1.38 -0.621
H 2.73 -0.10 -0.08 0.203
H 1.59 0.78 0.97 0.254
H 2.18 1.55 -0.45 0.217
H 0.86 -0.98 -1.19 0.199
H 0.41 0.64 -1.69 0.192
H -1.27 -2.09 -0.16 0.197
H -2.06 -0.93 -1.25 0.195
H -2.43 -0.93 0.48 0.210
H -1.78 0.59 1.57 0.104
```

Computed properties:
HOMO level = -9.4 eV
SMILES = CCN(C)C=O

---

Model 2:
Molecular formula: C4H9NO
Method: DFT, wB97M-V/def2-TZVPD

```
15
Properties=species:S:1:pos:R:3:nbo_charge:R:1
C -0.14 -0.71 -1.49 -0.616
C -0.28 0.58 -1.72 0.053
N -0.08 1.51 -2.75 -0.802
H 0.90 -1.11 -1.38 0.197
H -0.82 -1.28 -0.88 0.209
H -0.74 0.98 -0.76 0.172
H 0.42 1.11 -3.52 0.386
H -0.36 2.44 -2.71 0.401
C 0.39 -1.58 1.43 -0.554
C 0.56 -0.35 1.93 0.166
O -0.34 0.47 2.55 -0.674
H 0.99 -2.10 0.66 0.231
H -0.51 -2.05 1.82 0.188
H 1.48 0.04 2.18 0.171
H -1.25 0.05 2.53 0.472
```

Computed properties:
HOMO level = -7.3 eV
SMILES = C=CN.C=CO

---

From most stable to least stable, the computed energies give model 1, model 2.